one | C10H13O3 | ωB97M-V with the def2-TZVPD basis set

Computed properties:
**Gap between HOMO and LUMO**: 6.96 eV
**Net charge**: -1
**HOMO energy**: -0.1551 Eh

Last column: Löwdin charge in e.
Element x y z (Å)
C (-1.69, -2.84, -1.01)  -0.175
C (-0.31, -2.89, -0.31)  -0.106
C (-1.71, -3.84, -2.24)  -0.771
O (-1.69, -5.02, -1.84)  -0.095
O (-1.74, -3.40, -3.40)  -0.073
H (-2.57, -3.07, -0.40)  0.093
H (-1.88, -1.76, -1.26)  0.055
H (0.27, -3.55, -0.95)  0.070
H (-0.36, -3.43, 0.63)  0.057
H (0.20, -1.94, -0.18)  0.040
C (2.22, 3.29, 2.21)  -0.067
C (-0.43, 1.11, -0.41)  -0.330
C (-0.26, 0.70, 0.93)  -0.019
C (0.30, 2.18, -0.89)  -0.031
C (0.62, 1.41, 1.70)  -0.060
C (1.21, 2.87, -0.11)  -0.062
C (1.37, 2.52, 1.22)  -0.295
O (-1.28, 0.54, -1.29)  0.051
H (-1.67, -0.32, -1.05)  0.063
H (-0.80, -0.18, 1.23)  0.111
H (0.24, 2.34, -1.96)  0.119
H (0.87, 1.12, 2.71)  0.103
H (1.74, 3.71, -0.54)  0.107
H (2.27, 4.34, 1.94)  0.067
H (3.24, 2.92, 2.04)  0.079
H (1.81, 3.19, 3.22)  0.070

two | C10H13O3 | ωB97M-V with the def2-TZVPD basis set

Computed properties:
**Gap between HOMO and LUMO**: 7.66 eV
**Net charge**: -1
**HOMO energy**: -0.1646 Eh

Last column: Löwdin charge in e.
Element x y z (Å)
C (1.45, 3.31, 0.62)  -0.183
C (0.20, 2.97, -0.22)  -0.113
C (2.55, 2.32, 0.12)  -0.726
O (3.25, 2.80, -0.80)  -0.073
O (2.69, 1.22, 0.71)  -0.078
H (1.89, 4.23, 0.24)  0.084
H (1.29, 3.32, 1.70)  0.093
H (0.27, 3.43, -1.21)  0.067
H (-0.70, 3.41, 0.26)  0.053
H (0.08, 1.89, -0.23)  0.060
C (-2.55, -2.60, -1.60)  -0.077
C (-0.86, -1.26, 1.54)  -0.023
C (0.46, -1.29, 1.14)  -0.334
C (-1.82, -1.84, 0.72)  -0.075
C (-1.52, -2.29, -0.53)  -0.299
C (0.78, -1.67, -0.18)  -0.012
C (-0.20, -2.17, -1.00)  -0.059
O (1.41, -0.73, 1.92)  0.008
H (-1.18, -0.80, 2.46)  0.109
H (-2.82, -1.99, 1.15)  0.107
H (1.81, -1.50, -0.47)  0.121
H (2.03, -0.21, 1.35)  0.051
H (-3.08, -3.54, -1.46)  0.069
H (-2.09, -2.50, -2.57)  0.058
H (0.00, -2.65, -1.96)  0.104
H (-3.36, -1.87, -1.68)  0.069

Most stable of them? two.

one | C6H14O2 | ωB97M-V with the def2-TZVPD basis set

Computed properties:
**Gap between HOMO and LUMO**: 10.18 eV
**Structure (SMILES)**: C=CCCCCO.O
**HOMO energy**: -0.3497 Eh

Last column: Löwdin charge in e.
Element x y z (Å)
C (3.08, 0.43, 0.72)  -0.012
C (2.31, -0.39, 1.41)  -0.170
C (1.01, -0.94, 0.89)  -0.235
C (0.23, -0.11, -0.14)  -0.214
C (-1.15, -0.71, -0.47)  -0.179
C (-2.02, -1.02, 0.76)  -0.261
O (-2.49, 0.17, 1.41)  -0.075
H (3.11, 0.56, -0.35)  0.053
H (3.99, 0.94, 1.02)  0.050
H (2.55, -0.71, 2.42)  0.096
H (0.42, -1.06, 1.80)  0.096
H (1.04, -1.98, 0.51)  0.121
H (0.84, 0.07, -1.02)  0.106
H (0.07, 0.81, 0.44)  0.115
H (-0.88, -1.72, -0.80)  0.115
H (-1.68, 0.00, -1.10)  0.107
H (-1.48, -1.61, 1.49)  0.102
H (-2.89, -1.53, 0.34)  0.112
H (-3.06, 0.58, 0.76)  0.077
O (-0.92, 2.37, -3.47)  -0.064
H (-1.17, 2.71, -2.61)  0.027
H (-0.87, 3.15, -4.04)  0.034

two | C6H14O2 | ωB97M-V with the def2-TZVPD basis set

Computed properties:
**Gap between HOMO and LUMO**: 10.36 eV
**Structure (SMILES)**: C=CCC(=C)C.O.O
**HOMO energy**: -0.3563 Eh

Last column: Löwdin charge in e.
Element x y z (Å)
C (1.86, 1.51, 0.96)  0.012
C (1.00, 0.50, 1.03)  -0.200
C (1.22, -0.91, 0.51)  -0.168
C (-0.07, -1.53, 0.00)  -0.381
C (-0.92, -2.05, 0.88)  0.042
C (-0.42, -1.37, -1.46)  -0.050
H (2.74, 1.56, 0.35)  0.065
H (1.66, 2.42, 1.51)  0.065
H (0.14, 0.59, 1.68)  0.099
H (1.57, -1.49, 1.36)  0.118
H (1.98, -0.96, -0.28)  0.113
H (-1.90, -2.36, 0.52)  0.066
H (-0.71, -2.05, 1.93)  0.069
H (-0.74, -0.34, -1.63)  0.053
H (-1.24, -2.02, -1.75)  0.081
H (0.47, -1.56, -2.05)  0.083
O (-2.16, 1.51, 0.64)  -0.053
H (-1.82, 2.25, 0.15)  0.011
H (-1.87, 0.75, 0.14)  0.000
O (-0.17, 2.16, -1.39)  -0.053
H (-0.72, 2.04, -2.16)  0.049
H (0.10, 1.36, -0.94)  -0.021

three | C6H14O2 | ωB97M-V with the def2-TZVPD basis set

Computed properties:
**Gap between HOMO and LUMO**: 10.24 eV
**Structure (SMILES)**: CCC/C=C/CO.O
**HOMO energy**: -0.3467 Eh

Last column: Löwdin charge in e.
Element x y z (Å)
C (0.52, 3.01, 0.59)  -0.100
C (0.79, 1.89, 1.62)  -0.235
C (-0.36, 0.83, 1.68)  -0.209
C (-0.85, 0.16, 0.46)  -0.112
C (-0.33, 0.21, -0.81)  -0.067
C (-1.05, -0.83, -1.67)  -0.236
O (-0.08, -1.74, -2.27)  -0.102
H (0.24, 2.64, -0.38)  0.043
H (-0.22, 3.64, 1.10)  0.075
H (1.33, 3.71, 0.41)  0.066
H (1.00, 2.21, 2.64)  0.103
H (1.62, 1.34, 1.25)  0.082
H (-0.21, 0.07, 2.47)  0.120
H (-1.20, 1.47, 2.04)  0.119
H (-1.78, -0.45, 0.45)  0.116
H (0.46, 0.80, -1.19)  0.085
H (-1.71, -1.46, -1.06)  0.099
H (-1.64, -0.45, -2.58)  0.128
H (0.78, -1.34, -2.31)  0.057
O (0.87, -3.06, 0.54)  -0.039
H (1.75, -2.85, 0.25)  0.023
H (0.33, -2.78, -0.19)  -0.012

four | C6H14O2 | ωB97M-V with the def2-TZVPD basis set

Computed properties:
**Gap between HOMO and LUMO**: 9.16 eV
**Structure (SMILES)**: C=CC=C(C)C.O.O
**HOMO energy**: -0.3130 Eh

Last column: Löwdin charge in e.
Element x y z (Å)
C (1.09, -2.10, -0.87)  -0.005
C (0.80, -0.84, -0.67)  -0.176
C (1.29, -0.33, 0.64)  -0.097
C (1.24, 0.96, 1.04)  -0.414
C (0.59, 2.02, 0.30)  -0.098
C (2.02, 1.34, 2.26)  -0.089
H (1.34, -2.71, 0.01)  0.067
H (0.88, -2.71, -1.68)  0.034
H (0.06, -0.23, -1.18)  0.072
H (1.79, -1.16, 1.40)  0.164
H (0.26, 1.81, -0.78)  0.086
H (1.33, 2.79, 0.14)  0.070
H (-0.44, 2.37, 0.65)  0.112
H (1.41, 1.20, 3.19)  0.085
H (2.61, 2.37, 2.06)  0.129
H (2.81, 0.59, 2.45)  0.067
O (-4.11, -2.06, -2.92)  -0.013
H (-4.58, -1.61, -2.30)  -0.042
H (-3.63, -1.53, -3.57)  0.050
O (-2.62, -0.17, -0.15)  -0.103
H (-1.86, 0.15, -0.78)  0.063
H (-2.28, -0.14, 0.76)  0.038

Most stable of them? two.

one | C6H14O2 | ωB97M-V with the def2-TZVPD basis set

Computed properties:
**Gap between HOMO and LUMO**: 8.94 eV
**Structure (SMILES)**: C=C/C(C)=C/C.O.O
**HOMO energy**: -0.3094 Eh

Last column: Löwdin charge in e.
Element x y z (Å)
C (2.02, 1.13, 0.39)  0.034
C (0.96, 1.93, 0.13)  -0.126
C (-0.47, 1.56, 0.00)  -0.352
C (-1.22, 2.60, -0.67)  -0.115
C (-1.11, 0.55, 0.55)  -0.117
C (-2.60, 0.46, 0.61)  -0.116
H (1.74, 0.07, 0.53)  0.054
H (3.01, 1.34, 0.48)  0.012
H (1.22, 2.98, -0.05)  0.100
H (-0.75, 3.37, -1.42)  0.113
H (-1.66, 3.33, 0.07)  0.101
H (-1.99, 2.21, -1.38)  0.087
H (-0.61, -0.29, 0.94)  0.092
H (-3.19, 1.34, 0.92)  0.073
H (-2.98, -0.29, 1.42)  0.105
H (-3.07, 0.18, -0.32)  0.061
O (1.25, -3.86, -1.30)  0.021
H (1.09, -4.79, -1.38)  0.046
H (1.40, -3.60, -2.13)  -0.031
O (2.41, -3.32, 1.24)  -0.126
H (2.06, -4.19, 0.97)  0.013
H (2.50, -2.70, 0.42)  0.072

two | C6H14O2 | ωB97M-V with the def2-TZVPD basis set

Computed properties:
**Gap between HOMO and LUMO**: 9.30 eV
**Structure (SMILES)**: C=CC/C=C/C.O.O
**HOMO energy**: -0.3225 Eh

Last column: Löwdin charge in e.
Element x y z (Å)
C (1.93, 1.00, 1.46)  0.021
C (1.40, 0.95, 0.19)  -0.176
C (1.77, 0.03, -0.90)  -0.220
C (0.76, -1.15, -0.93)  -0.102
C (0.90, -2.35, -0.39)  -0.151
C (-0.11, -3.44, -0.50)  -0.109
H (1.49, 1.75, 2.14)  0.057
H (2.68, 0.44, 1.78)  -0.009
H (0.49, 1.59, 0.08)  0.090
H (2.92, -0.24, -0.89)  0.148
H (1.86, 0.46, -1.81)  0.050
H (-0.20, -0.73, -1.32)  0.119
H (1.84, -2.78, -0.03)  0.106
H (0.06, -4.26, 0.11)  0.046
H (-0.15, -3.86, -1.49)  0.072
H (-1.09, -3.20, -0.29)  0.045
O (-3.21, 3.53, 0.88)  -0.051
H (-3.19, 4.27, 0.36)  -0.011
H (-3.60, 3.85, 1.79)  0.124
O (-2.08, 1.44, -0.42)  -0.078
H (-2.05, 2.11, 0.25)  -0.020
H (-2.40, 0.58, -0.09)  0.049

Most stable of them? one.

one | C6H14O2 | ωB97M-V with the def2-TZVPD basis set

Computed properties:
**Gap between HOMO and LUMO**: 3.81 eV
**HOMO energy**: -0.2646 Eh

Last column: Löwdin charge in e.
Element x y z (Å)
C (-0.47, 0.07, 1.51)  0.013
C (0.59, 0.64, 0.53)  -0.278
C (1.62, -0.13, 0.39)  0.167
C (1.86, -1.54, 0.49)  -0.143
C (2.45, -2.35, -0.41)  0.057
C (0.50, 2.08, 0.09)  -0.007
H (-1.32, 0.75, 1.36)  0.085
H (-0.83, -0.88, 1.11)  0.088
H (-0.11, 0.07, 2.53)  0.099
H (0.74, -0.84, -1.66)  0.032
H (1.39, -1.97, 1.38)  0.146
H (3.40, -2.13, -0.89)  0.082
H (2.09, -3.35, -0.59)  0.077
H (-0.46, 2.19, -0.44)  0.062
H (0.27, 2.60, 1.03)  0.104
H (1.35, 2.50, -0.43)  0.085
H (-2.84, -0.66, -1.73)  -0.002
H (0.22, -0.89, -2.20)  0.090
O (-2.29, -0.51, -0.96)  -0.203
H (-3.33, 1.91, 0.11)  -0.077
H (-2.31, 0.54, -0.84)  -0.052
O (-2.51, 1.92, -0.39)  -0.424

two | C6H14O2 | ωB97M-V with the def2-TZVPD basis set

Computed properties:
**Gap between HOMO and LUMO**: 10.88 eV
**Structure (SMILES)**: CCCCCC=O.O
**HOMO energy**: -0.3727 Eh

Last column: Löwdin charge in e.
Element x y z (Å)
C (0.86, 1.36, 2.04)  -0.123
C (1.33, 0.10, 1.24)  -0.235
C (0.18, -0.99, 1.40)  -0.207
C (-1.10, -0.75, 0.62)  -0.202
C (-0.94, -0.12, -0.77)  -0.169
C (-1.12, -1.12, -1.87)  -0.254
O (-0.66, -2.23, -1.75)  0.049
H (1.18, 1.44, 3.08)  0.069
H (-0.24, 1.50, 2.03)  0.062
H (1.14, 2.27, 1.44)  0.082
H (2.28, -0.21, 1.80)  0.124
H (1.45, 0.10, 0.12)  0.090
H (0.09, -0.99, 2.48)  0.098
H (0.56, -1.98, 1.10)  0.114
H (-1.93, -0.15, 1.14)  0.143
H (-1.49, -1.63, 0.37)  0.045
H (-1.79, 0.62, -0.93)  0.140
H (-0.08, 0.45, -0.72)  0.055
H (-1.61, -1.04, -2.85)  0.126
O (0.68, 1.39, -3.62)  -0.053
H (1.29, 1.16, -2.91)  0.025
H (-0.08, 0.81, -3.44)  0.021

three | C6H14O2 | ωB97M-V with the def2-TZVPD basis set

Computed properties:
**Gap between HOMO and LUMO**: 9.20 eV
**Structure (SMILES)**: C=C/C=C/CC.O.O
**HOMO energy**: -0.3137 Eh

Last column: Löwdin charge in e.
Element x y z (Å)
C (2.68, -0.71, -0.73)  -0.010
C (1.61, -0.70, 0.08)  -0.221
C (0.59, 0.37, 0.13)  -0.152
C (-0.54, -0.07, 0.68)  -0.125
C (-1.85, 0.76, 0.76)  -0.232
C (-2.91, -0.14, 0.13)  -0.126
H (2.83, 0.07, -1.48)  0.061
H (3.41, -1.48, -0.62)  0.040
H (1.64, -1.43, 0.88)  0.104
H (0.85, 1.37, -0.17)  0.109
H (-0.65, -1.10, 1.01)  0.113
H (-1.89, 0.93, 1.82)  0.099
H (-1.71, 1.68, 0.17)  0.106
H (-2.71, -0.24, -0.93)  0.065
H (-3.93, 0.31, 0.14)  0.074
H (-3.16, -1.10, 0.60)  0.077
O (2.14, 1.44, 2.01)  -0.047
H (1.58, 2.21, 1.91)  0.038
H (2.88, 1.77, 2.53)  0.050
O (-0.49, -1.56, -3.12)  -0.047
H (-0.80, -0.78, -2.66)  0.013
H (0.45, -1.59, -3.12)  0.011

four | C6H14O2 | ωB97M-V with the def2-TZVPD basis set

Computed properties:
**Gap between HOMO and LUMO**: 9.23 eV
**Structure (SMILES)**: C=C(C)/C=C/C.O.O
**HOMO energy**: -0.3156 Eh

Last column: Löwdin charge in e.
Element x y z (Å)
C (-2.11, -0.33, 0.65)  0.030
C (-0.87, -0.86, 0.51)  -0.406
C (-0.78, -2.14, -0.27)  -0.105
C (0.37, -0.53, 1.26)  -0.097
C (1.08, 0.57, 1.03)  -0.241
C (2.27, 1.03, 1.69)  -0.108
H (-3.00, -0.87, 0.27)  0.065
H (-2.27, 0.65, 0.99)  0.043
H (-0.08, -1.96, -1.14)  0.090
H (-0.48, -3.04, 0.49)  0.127
H (-1.78, -2.42, -0.69)  0.069
H (0.62, -1.28, 2.06)  0.128
H (0.65, 1.27, 0.29)  0.085
H (2.87, 1.41, 0.87)  0.064
H (2.76, 0.36, 2.43)  0.094
H (1.88, 2.01, 2.14)  0.114
O (1.33, 1.62, -1.30)  -0.069
H (1.95, 1.10, -1.77)  0.032
H (0.53, 1.91, -1.84)  0.087
O (-1.50, 0.60, -2.86)  -0.013
H (-1.63, -0.27, -2.58)  -0.002
H (-1.82, 1.19, -2.21)  0.012

Most stable of them? three.